[1]
# C22H24BrMnN3O5S

A molecular structure, C22H24BrMnN3O5S (ωB97M-V/def2-TZVPD, the Open Molecules 2025 dataset).

Geometry (Å):
1 N -2.092 -1.856 -5.687
2 C 1.464 2.125 3.621
3 H 3.513 -3.026 -2.509
4 C 1.437 3.818 -0.363
5 C -1.831 -1.977 -3.290
6 Mn 0.401 0.046 -0.277
7 C 2.389 -2.729 0.056
8 C 3.476 2.048 -0.817
9 C 3.214 -3.872 0.212
10 C -0.605 2.921 2.725
11 H 1.045 -4.345 4.637
12 N -0.328 -0.498 -2.162
13 C -0.601 -0.353 -4.530
14 N 0.608 1.203 1.592
15 O -2.408 2.652 0.515
16 S 1.742 2.281 -1.240
17 H 4.023 -4.037 -0.488
18 H -1.482 3.552 2.732
19 H 0.333 -3.292 2.709
20 H -2.927 -2.411 -5.615
21 C 2.674 -1.775 -0.969
22 O 2.123 -0.661 -1.063
23 H 0.698 0.850 -3.325
24 O 1.900 -5.484 3.125
25 H 3.606 1.993 0.261
26 C 3.042 -4.766 1.222
27 H -2.049 -1.259 -6.494
28 C -1.560 1.787 0.661
29 C 1.310 -2.525 0.974
30 C -1.529 -1.395 -4.524
31 H 4.717 -2.141 -1.576
32 O -1.454 0.657 0.070
33 H -0.093 -5.345 3.700
34 Br 3.005 0.084 2.395
35 H 3.681 -5.628 1.347
36 C -0.463 2.003 1.700
37 C 0.374 2.977 3.702
38 H -1.463 -1.902 -1.180
39 H 0.426 4.143 -0.603
40 C 3.721 -2.076 -2.018
41 H -0.326 0.140 -5.454
42 H 0.291 3.670 4.530
43 C 1.991 -4.548 2.148
44 H 2.242 2.116 4.370
45 H 2.147 4.572 -0.699
46 C 1.528 1.264 2.538
47 O 0.473 -1.563 0.911
48 C 0.912 -5.301 4.126
49 H 3.714 -1.275 -2.754
50 H 3.786 1.108 -1.263
51 H 1.043 -6.115 4.834
52 C -0.031 0.050 -3.341
53 H 4.059 2.869 -1.232
54 H -2.543 -2.789 -3.219
55 C -1.224 -1.494 -2.155
56 C 1.152 -3.471 2.029
57 H 1.527 3.678 0.713

Computed properties:
Relative energy (zero: lowest compared OMol25 entry of this formula, charge and spin)   0.000 eV
Kohn-Sham gap (alpha / beta)   0.2890 / 0.2831 Eh
2S+1   2
E   -150110.9745 eV
HOMO level (alpha / beta)   -7.33 / -7.16 eV
Max |F|   0.603 eV/A

***

[2]
# C5H12O3

3 unconnected molecules or ions with the total composition C5H12O3 (ωB97M-V/def2-TZVPD, the Open Molecules 2025 dataset).

Geometry (Å):
1 H 3.004 -2.346 0.407
2 H 2.844 -3.579 -0.895
3 H -0.651 4.618 -2.729
4 H -2.431 2.213 3.844
5 C 0.591 -1.429 0.254
6 H -1.396 -1.836 1.132
7 C 2.619 -2.563 -0.584
8 O -2.553 2.950 4.442
9 O -0.244 4.490 -3.544
10 H 0.892 -0.187 1.739
11 H -2.544 -0.317 -0.605
12 H 3.190 -1.897 -1.242
13 C 1.150 -2.255 -0.623
14 C -1.485 -0.521 -0.556
15 O 1.373 -0.644 1.047
16 H 0.532 -2.727 -1.373
17 H -2.759 3.677 3.860
18 C -0.892 -1.263 0.369
19 H -0.341 3.551 -3.697
20 H -0.899 0.066 -1.246

Computed properties:
Relative energy (zero: lowest compared OMol25 entry of this formula, charge and spin)   2.429 eV
Kohn-Sham gap   0.3239 Eh
2S+1   1
E   -11520.3365 eV
HOMO level   -8.59 eV
Max |F|   2.560 eV/A
Structure (SMILES)   C=C/C(O)=C/C.O.O

***

[3]
# C5H12N2

C5H12N2 in the gas phase (ωB97M-V/def2-TZVPD, the Open Molecules 2025 dataset).

Geometry (Å):
1 C 0.268 0.829 -0.462
2 H -1.617 -1.277 -1.033
3 C 0.280 -0.882 -0.083
4 C 1.415 1.529 0.256
5 H 1.331 -1.193 -0.204
6 H 1.511 2.552 -0.103
7 N -0.201 -1.149 1.267
8 H -0.215 -1.444 -2.103
9 C -0.583 -1.618 -1.093
10 H -1.019 2.426 -0.660
11 H 1.245 1.551 1.331
12 H 2.349 1.005 0.056
13 C -1.037 1.315 -0.052
14 H 0.460 -0.817 1.961
15 H 0.379 0.866 -1.546
16 N -1.926 1.021 0.747
17 H -1.714 0.124 1.227
18 H -0.567 -2.697 -0.917
19 H -0.359 -2.142 1.413

Computed properties:
Relative energy (zero: lowest compared OMol25 entry of this formula, charge and spin)   1.800 eV
Kohn-Sham gap   0.3425 Eh
2S+1   1
E   -8358.3367 eV
HOMO level   -8.41 eV
Max |F|   6.002 eV/A
Structure (SMILES)   [H]/N=C\[C@@H](C)[C@H](C)N

***

[4]
# C4H9NO

2 unconnected molecules or ions with the total composition C4H9NO (ωB97M-V/def2-TZVPD, the Open Molecules 2025 dataset).

Geometry (Å):
1 H -0.024 -1.551 -0.067
2 H 2.121 1.448 -0.746
3 H -0.820 -0.238 2.955
4 C 0.154 -1.424 -1.140
5 H -2.340 1.220 2.097
6 H 0.896 0.211 -2.442
7 C 1.576 0.542 -0.491
8 C -1.449 0.868 1.569
9 C 0.903 -0.149 -1.412
10 N -0.582 0.054 2.011
11 O -1.385 1.418 0.355
12 H 1.593 0.221 0.549
13 H -0.561 1.106 -0.076
14 H 0.728 -2.286 -1.501
15 H -0.809 -1.439 -1.662

Computed properties:
Relative energy (zero: lowest compared OMol25 entry of this formula, charge and spin)   1.626 eV
Kohn-Sham gap   0.4000 Eh
2S+1   1
E   -7830.6940 eV
HOMO level   -9.80 eV
Max |F|   0.402 eV/A
Structure (SMILES)   [H]/N=C/O.C=CC